Formula: C24H28NO4
Source: the OMol25 dataset
Level of theory: ωB97M-V/def2-TZVPD

Output
E_HOMO: -10.5 eV
LUMO energy: -5.0 eV
total charge: +1

```
57
Properties=species:S:1:pos:R:3:forces:R:3
C -4.451 -2.309 2.519 -0.14 0.13 0.10
C -3.088 -2.734 2.047 -0.62 -0.23 -0.13
O -2.068 -2.113 2.847 0.29 -0.15 -0.48
C -0.877 -2.270 2.212 0.43 -0.11 -1.25
C 0.250 -1.606 2.841 -0.23 -0.19 -0.46
C 1.397 -1.574 2.104 0.42 -0.20 0.10
N 2.654 -1.506 2.574 -0.12 0.23 0.12
C 2.955 -1.507 3.991 0.08 0.24 -0.12
C 3.770 -1.319 1.669 0.04 0.24 -0.11
O -0.785 -2.921 1.172 0.05 0.71 1.13
H -5.185 -2.832 1.901 -0.05 0.08 0.15
H -4.627 -2.568 3.569 -0.01 0.07 -0.11
H -4.599 -1.231 2.377 0.03 -0.22 0.13
H -2.960 -3.826 2.104 -0.05 0.34 -0.11
H -2.952 -2.424 1.003 -0.02 -0.23 0.30
H 0.121 -1.156 3.807 0.25 -0.26 0.01
H 1.346 -1.655 1.011 -0.13 -0.38 0.47
H 2.278 -2.187 4.526 0.12 0.07 -0.18
H 3.996 -1.834 4.112 -0.36 0.02 0.12
H 2.860 -0.497 4.421 0.08 -0.36 -0.18
H 3.452 -1.620 0.667 0.24 0.04 0.15
H 4.090 -0.266 1.642 -0.01 -0.21 -0.06
H 4.617 -1.926 2.007 -0.16 0.04 -0.20
C 3.408 4.578 5.262 -0.02 0.55 -0.15
C 3.583 3.088 5.572 0.41 -0.18 0.32
C 2.176 2.573 5.569 -0.80 0.02 -0.26
C 1.312 3.672 5.332 0.47 0.21 -0.23
O 1.957 4.860 5.172 -0.16 -1.72 0.39
C -0.080 3.503 5.221 0.44 0.36 -0.04
C -0.569 2.218 5.231 -0.08 -0.41 0.40
C 0.258 1.079 5.518 -0.09 0.04 -0.22
C -0.265 -0.241 5.682 -0.38 0.97 1.83
C -1.572 -0.537 6.169 0.16 0.03 -0.15
C -2.062 -1.874 6.082 -0.45 -0.50 0.55
C -3.287 -2.195 6.633 -0.01 0.82 -0.07
C -4.088 -1.171 7.205 -0.58 -0.44 -0.02
O -5.315 -1.587 7.618 1.75 -0.07 -0.62
C -5.412 -3.027 7.307 -0.49 0.06 0.02
C -4.062 -3.476 6.733 0.24 -0.47 -0.06
C -3.630 0.149 7.331 -0.34 -0.23 0.11
C -2.373 0.434 6.860 0.07 0.18 -0.45
C 1.655 1.299 5.689 0.36 0.51 0.14
H 3.817 5.223 6.049 -0.21 -0.12 -0.28
H 3.853 4.855 4.297 -0.25 0.01 0.30
H 4.202 2.593 4.814 -0.16 0.08 0.22
H 4.066 2.956 6.549 -0.08 -0.07 -0.23
H -0.712 4.382 5.114 0.03 -0.29 -0.22
H -1.632 2.061 5.052 0.32 0.03 -0.09
H 0.452 -1.067 5.719 -0.24 0.23 -0.39
H -1.465 -2.652 5.601 -0.13 0.31 0.06
H -5.674 -3.545 8.238 0.05 0.25 -0.27
H -6.228 -3.144 6.583 0.18 0.12 0.27
H -4.174 -3.965 5.757 0.02 0.08 0.27
H -3.578 -4.186 7.419 -0.03 0.18 -0.28
H -4.273 0.892 7.796 0.29 -0.10 0.01
H -1.974 1.433 7.029 -0.08 -0.36 0.01
H 2.317 0.483 5.998 -0.36 0.26 -0.25
```
Forces are in eV/Å.

Here are the Löwdin charges for atoms 1 to 6, given in e: -0.07, -0.24, -0.02, -0.50, -0.01, -0.07